1:
{"formula": "C2H4N3S", "method": "ωB97M-V with the def2-TZVPD basis set", "symbols": ["C", "C", "N", "N", "N", "S", "H", "H", "H", "H"], "xyz": [[0.00800, 2.05009, -0.62451], [0.18213, -0.40243, -0.31818], [-0.05894, 3.19139, -0.48141], [0.15291, 0.75290, -0.91984], [-0.16582, -0.54173, 0.96461], [-0.60086, 0.54347, 2.22692], [-1.53506, 1.20430, 1.44211], [0.53639, -1.14495, -0.95172], [0.41639, 0.69147, -1.83080], [0.17550, -1.48876, 1.36188]], "smiles": "N#CN/C=[NH+]\\S", "charge": 1, "e_homo_ev": -14.6}


2:
{"formula": "C2H4N3S", "method": "ωB97M-V with the def2-TZVPD basis set", "symbols": ["C", "C", "N", "N", "N", "S", "H", "H", "H", "H"], "xyz": [[1.31752, 0.88514, -0.02145], [1.97312, -0.35511, -0.05189], [-0.04186, 0.67964, 0.12181], [-0.37057, -0.52835, 0.20997], [-1.98349, -1.08085, -0.06418], [0.88517, -1.59788, 0.08234], [1.87327, 1.79670, -0.11257], [3.01918, -0.24111, -0.23974], [-2.34399, -0.30548, -0.59835], [-2.31433, -1.06792, 0.79700]], "charge": 1, "e_homo_ev": -15.9}


The data favor 1; the next most stable structure lies 124.3 kJ/mol above it.


1:
{"formula": "C4H15N2O", "method": "ωB97M-V with the def2-TZVPD basis set", "symbols": ["C", "C", "C", "C", "N", "N", "H", "H", "H", "H", "H", "H", "H", "H", "H", "H", "H", "H", "H", "H", "H", "O"], "xyz": [[-2.24409, -0.69983, 0.27747], [-1.08234, -0.27670, 1.22781], [-0.26485, 0.95142, 0.81449], [1.22577, 1.73693, -1.25101], [0.64838, 0.65663, -0.37570], [-1.79234, -1.25692, -0.95736], [-2.70059, 0.27900, 0.09515], [-3.03101, -1.36879, 0.69059], [-1.42289, -0.16654, 2.24880], [-0.36802, -1.11042, 1.24201], [0.46902, 1.14502, 1.58434], [-0.80497, 1.86105, 0.57677], [0.66536, 1.73707, -2.17628], [2.20017, 1.38965, -1.56438], [1.20422, 2.69552, -0.76276], [1.39271, 0.06277, 0.03210], [0.21218, -0.03631, -0.94522], [-1.33009, -2.17839, -0.86249], [-2.52920, -1.41743, -1.66506], [3.04039, -2.09075, 0.44445], [3.64656, -0.77294, 0.88232], [2.86562, -1.14004, 0.44394]], "charge": 2, "multiplicity": 2, "s2": 0.75, "e_homo_ev": [-19.1, -19.1]}


2:
{"formula": "C4H15N2O", "method": "ωB97M-V with the def2-TZVPD basis set", "symbols": ["C", "C", "C", "N", "H", "H", "H", "H", "H", "H", "H", "H", "H", "H", "N", "C", "O", "H", "H", "H", "H", "H"], "xyz": [[-1.15362, -0.33775, -1.13636], [0.34650, -0.09905, -0.98433], [1.19279, -1.33276, -1.16565], [0.75249, 0.81548, -2.11913], [-1.66775, 0.62183, -1.06468], [-1.29496, -0.67925, -2.21603], [-1.49344, -1.11629, -0.46037], [0.53602, 0.47212, -0.05621], [0.95931, -1.86633, -2.09752], [0.98513, -2.00865, -0.29508], [2.23972, -1.11785, -1.14605], [0.16120, 1.72065, -2.10141], [1.74286, 1.09086, -2.04749], [0.65155, 0.42815, -3.07469], [-0.97587, 1.54723, 2.34327], [-0.42752, 0.33553, 2.88751], [-0.02238, -0.69115, 1.88318], [-0.38213, 1.83185, 1.53621], [-1.88194, 1.35017, 1.93905], [0.47727, 0.61413, 3.44574], [-1.12710, -0.17480, 3.53625], [0.38187, -1.40414, 2.39376]], "charge": 2, "multiplicity": 2, "s2": 0.76, "e_homo_ev": [-20.1, -19.9]}


The data favor 1; the next most stable structure lies 87.9 kJ/mol above it.


1:
{"formula": "C7H16NO2", "method": "ωB97M-V with the def2-TZVPD basis set", "symbols": ["C", "C", "C", "C", "C", "C", "C", "N", "O", "O", "H", "H", "H", "H", "H", "H", "H", "H", "H", "H", "H", "H", "H", "H", "H", "H"], "xyz": [[1.40038, 1.29652, -0.88787], [0.68892, 0.30117, 0.06137], [1.99290, -1.56303, 3.32342], [-1.74088, -0.08200, -3.24114], [-2.15412, 1.57545, -1.23239], [1.04785, -1.29471, 2.20570], [-2.15728, 0.32875, -1.84375], [1.35731, -0.00063, 1.51524], [0.28105, 1.66933, -0.12633], [-2.57659, -0.64998, -1.13984], [2.30572, 1.81759, -0.84525], [1.14087, 1.09565, -1.99160], [2.87100, -0.94776, 3.01956], [1.69921, -1.01575, 4.24547], [2.39873, -2.56832, 3.43609], [-0.78684, 0.41306, -3.68535], [-2.44814, 0.12968, -3.99716], [-1.50015, -1.13057, -3.37142], [-2.00928, 2.45470, -1.84796], [-2.81146, 1.82733, -0.34654], [-0.81983, 1.58824, -0.65576], [-0.04030, -1.32456, 2.52408], [1.06727, -2.17245, 1.43776], [2.32051, 0.16338, 1.44089], [0.96551, 0.79948, 2.07329], [-2.56780, -1.49711, -1.60261]], "charge": 1, "e_homo_ev": -11.7}


2:
{"formula": "C7H16NO2", "method": "ωB97M-V with the def2-TZVPD basis set", "symbols": ["C", "C", "C", "C", "C", "C", "C", "N", "O", "O", "H", "H", "H", "H", "H", "H", "H", "H", "H", "H", "H", "H", "H", "H", "H", "H"], "xyz": [[-4.72243, -0.34246, 0.19759], [0.57182, -0.91897, 0.84371], [-0.57783, -0.84523, -2.25888], [-0.04748, 2.63473, 0.99507], [-0.85294, -0.47317, 0.70646], [-0.89492, 0.43682, -1.58694], [-1.18766, 1.96688, 0.20922], [-0.98776, 0.63019, -0.30631], [-5.76402, -0.77823, 0.24210], [-3.64131, 0.15070, 0.19448], [2.99120, -2.97761, -4.12044], [0.93240, -1.11666, -0.18667], [1.15723, -0.19018, 1.41050], [0.57026, -1.86337, 1.39824], [-1.33487, -1.11104, -2.95785], [0.36421, -0.74944, -2.74750], [-0.54969, -1.66509, -1.51600], [-0.33047, 3.33012, 1.87529], [0.81882, 2.05681, 1.45228], [0.50651, 3.38782, 0.42501], [-1.10399, -0.05660, 1.72664], [-1.44242, -1.30045, 0.61792], [3.43738, -3.59683, -4.14447], [-0.98453, 1.34129, -2.12000], [-1.45210, 2.49906, -0.60299], [-1.99180, 1.89780, 1.06455]], "charge": 1, "e_homo_ev": -15.4}


The data favor 2; the next most stable structure lies 442.9 kJ/mol above it.


1:
{"formula": "C3H2NOS2", "method": "ωB97M-V with the def2-TZVPD basis set", "symbols": ["C", "C", "C", "N", "O", "S", "S", "H", "H"], "xyz": [[-0.45699, -0.35376, -0.12575], [-0.36239, -0.06655, 2.21686], [0.40204, 0.45596, 3.15753], [-0.85032, -0.45125, 1.08436], [0.70190, 0.23888, -0.66771], [-0.96846, -0.23338, 4.06980], [1.83711, 1.27113, 3.31352], [-1.10872, -0.78138, -0.87358], [1.19229, 0.60966, 0.07300]], "smiles": "O/C=N\\C1=C([S-])S1", "charge": -1, "e_homo_ev": -2.7}


2:
{"formula": "C3H2NOS2", "method": "ωB97M-V with the def2-TZVPD basis set", "symbols": ["C", "C", "C", "N", "O", "S", "S", "H", "H"], "xyz": [[-1.47396, -1.12586, 1.29091], [0.00864, -0.76248, -0.62779], [1.03788, 1.86479, -0.50292], [-0.72208, -0.57932, 0.53141], [-2.17694, -1.45905, 2.15085], [-0.23605, -2.20814, -1.47651], [1.22223, 0.30004, -1.31337], [1.99337, 2.14582, -0.30710], [0.34690, 1.82421, 0.25452]], "charge": -1, "e_homo_ev": [-2.0, -2.6]}


The data favor 1; the next most stable structure lies 18.3 kJ/mol above it.


1:
{"formula": "CHCl2N2O2", "method": "ωB97M-V with the def2-TZVPD basis set", "symbols": ["C", "N", "N", "O", "O", "Cl", "Cl", "H"], "xyz": [[0.84639, -0.24647, 0.16885], [-0.26057, 0.38999, 0.53719], [-1.34318, 0.29107, -0.11831], [-1.43599, -0.37022, -1.12419], [-2.32341, 0.89840, 0.39032], [2.28968, 0.24704, 1.13505], [1.39424, 0.08364, -1.54640], [0.83283, -1.29345, 0.55749]], "smiles": "[O-][N+]([O-])=NC(Cl)Cl", "charge": -1, "e_homo_ev": -4.9}


2:
{"formula": "CHCl2N2O2", "method": "ωB97M-V with the def2-TZVPD basis set", "symbols": ["C", "N", "N", "O", "O", "Cl", "Cl", "H"], "xyz": [[-0.22468, -0.63254, 0.64828], [0.38771, -0.24325, -0.49175], [0.46607, 1.01143, -0.96041], [0.16822, 1.99952, -0.32309], [0.86392, 1.14119, -2.11274], [0.53999, -2.18895, 1.12232], [-2.05545, -1.11840, 0.43369], [-0.14577, 0.03099, 1.68370]], "smiles": "[O-][N+]([O-])=NC(Cl)Cl", "charge": -1, "e_homo_ev": -5.0}


The data favor 2; the next most stable structure lies 7.0 kJ/mol above it.


1:
{"formula": "C5H6NO", "method": "ωB97M-V with the def2-TZVPD basis set", "symbols": ["C", "C", "C", "C", "C", "N", "O", "H", "H", "H", "H", "H", "H"], "xyz": [[0.89142, 1.39178, -0.93001], [0.16745, 1.55894, 0.13323], [-0.95865, 0.00143, 0.65311], [0.11172, 0.04620, -0.80174], [1.08564, -1.10757, -0.61301], [-0.73867, 1.39837, 1.08081], [-1.21060, 1.96260, 2.01991], [-2.08816, -0.16993, 0.37914], [-0.63026, -0.56881, 1.39488], [-0.76229, 0.04854, -1.50976], [0.71690, -1.89786, 0.04143], [2.13467, -0.89717, -0.30016], [1.28083, -1.76653, -1.54784]], "charge": 1, "e_homo_ev": -15.7}


2:
{"formula": "C5H6NO", "method": "ωB97M-V with the def2-TZVPD basis set", "symbols": ["C", "C", "C", "C", "C", "N", "O", "H", "H", "H", "H", "H", "H"], "xyz": [[-1.16591, -1.72222, 0.16599], [-2.13204, -0.97384, -0.00408], [0.28787, -1.65583, 0.07610], [-0.07931, 0.83812, 0.26821], [-1.52528, 1.23845, 0.00708], [0.36631, -0.32955, -0.49140], [-2.43836, 0.33545, -0.17590], [0.81752, -1.83490, 1.08858], [0.93649, -2.33676, -0.72401], [0.38393, 1.65591, -0.07392], [0.10828, 0.89048, 1.40996], [-1.84907, 2.26850, -0.07156], [-0.12661, -0.30061, -1.42710]], "charge": 1, "e_homo_ev": -14.2}


The data favor 2; the next most stable structure lies 275.4 kJ/mol above it.